Here is the molecule C4H5IO at a distorted geometry from OMol25. Energies are from ωB97M-V/def2-TZVPD.

Each line ends with the Mulliken charge.
Positions of all 11 atoms, in Å:
I1 -4.29867 -0.03262 -0.00704  0.18
C1 -2.25994 -0.10592 0.04205  -0.41
C2 -1.27908 -0.97175 0.05162  0.02
C3 0.08300 -0.34400 0.06670  -0.44
C4 -0.16952 1.18209 -0.04606  -0.30
O1 -1.52587 1.46554 0.08836  -0.46
H1 -1.39922 -2.04003 0.06257  0.40
H2 0.60886 -0.61051 0.98913  0.25
H3 0.68631 -0.69982 -0.77282  0.29
H4 0.37359 1.73078 0.73299  0.25
H5 0.16498 1.54761 -1.02698  0.22

* M: 196.0 g/mol
* charge: 0
* SMILES string: IC1=CCCO1
* energy relative to the best compared isomer or geometry (same formula, charge and spin): 152.01 kJ/mol
* max |F|: 4.653 eV/A
* HOMO energy: -8.945 eV
* electronic energy: -528.26559 Eh

Here is a structure of composition C4H5IS3 at a distorted geometry from OMol25. Energies are from ωB97M-V/def2-TZVPD.

Each line ends with the Mulliken charge.
Positions of all 13 atoms, in Å:
C1 0.58078 1.41847 0.92244  -0.51
C2 1.08256 2.15521 -0.05095  -0.32
C3 1.42894 0.20693 1.34485  -0.18
C4 -0.30810 -1.39770 0.09176  -0.70
S1 2.66124 1.82145 -0.70464  -0.08
S2 2.74527 -0.10932 0.09349  -0.01
S3 0.58044 -1.35855 1.59292  0.03
I1 2.17151 0.66420 3.40148  0.05
H1 -0.31195 1.51786 1.57622  0.43
H2 0.48031 2.86009 -0.49951  0.43
H3 -0.56210 -2.45487 -0.42087  0.29
H4 0.30838 -0.75078 -0.66145  0.21
H5 -1.22414 -0.89613 0.06827  0.35

* M: 276.2 g/mol
* charge: 0
* energy relative to the best compared isomer or geometry (same formula, charge and spin): 0.00 kJ/mol
* max |F|: 4.517 eV/A
* HOMO energy: -8.308 eV
* electronic energy: -1647.62120 Eh

Here is a structure of composition C4H5LiMgO3 at a distorted geometry from OMol25. Energies are from ωB97M-V/def2-TZVPD.

Each line ends with the Mulliken charge.
Positions of all 14 atoms, in Å:
O1 -1.58335 -0.18037 -1.01993  -0.06
Li1 -0.55572 -2.40396 -0.36554  0.91
O2 -2.10554 -1.45008 -0.64010  -0.73
C1 -1.43984 0.65226 -0.03472  0.29
C2 -0.75397 1.85480 0.03598  -1.27
H1 -0.62731 2.47074 0.93217  0.52
H2 -2.01165 0.34504 0.84942  0.41
H3 -1.33540 2.39220 -0.80427  0.36
O3 2.38233 0.08273 -0.54176  -0.53
C3 2.15328 -1.08754 -0.02510  0.55
C4 1.11326 -1.38241 0.79883  -1.33
Mg1 1.36693 1.67450 -0.49183  1.01
H4 0.59604 -1.07036 1.70755  0.49
H5 2.80094 -1.89755 -0.40070  0.37

* M: 132.3 g/mol
* expectation value of S²: 0.757
* charge: +1
* energy relative to the best compared isomer or geometry (same formula, charge and spin): 289.00 kJ/mol
* max |F|: 3.954 eV/A
* HOMO energy (alpha / beta): -12.565 / -12.905 eV
* electronic energy: -588.33130 Eh
* spin multiplicity: 2

Here is a structure of composition C4H5LiNaO5 at a distorted geometry from OMol25. Energies are from ωB97M-V/def2-TZVPD.

Each line ends with the Mulliken charge.
Positions of all 16 atoms, in Å:
O1 -1.64606 -0.86964 0.58424  -0.26
C1 -0.65690 -0.80491 -0.26447  0.75
C2 -2.24895 0.43327 0.70828  -0.28
O2 0.15725 -1.69541 -0.38365  -0.23
O3 -0.58736 0.32027 -0.92205  -0.23
C3 -1.51908 1.26230 -0.35920  -0.22
H1 -2.07778 0.79435 1.72703  0.25
H2 -3.32223 0.33209 0.52393  0.26
H3 -0.95132 2.10177 0.05355  0.26
H4 -2.17543 1.60775 -1.16372  0.25
O4 3.35178 -0.67994 -0.69795  -0.74
C4 3.04164 0.44250 -0.22733  0.20
O5 2.22381 0.56896 0.71890  -0.79
Na1 2.22349 -1.76533 1.26527  0.55
Li1 0.78783 -3.40368 -0.81293  -0.19
H5 3.39930 1.35568 -0.74990  0.41

* M: 163.0 g/mol
* expectation value of S²: 0.750
* charge: 0
* energy relative to the best compared isomer or geometry (same formula, charge and spin): 20.12 kJ/mol
* max |F|: 1.716 eV/A
* HOMO energy (alpha / beta): -4.114 / -8.598 eV
* electronic energy: -701.47456 Eh
* spin multiplicity: 2

Here is a structure of composition C4H5LiO2Y at a distorted geometry from OMol25. Energies are from ωB97M-V/def2-TZVPD.

Each line ends with the Mulliken charge.
Positions of all 13 atoms, in Å:
H1 2.08742 0.34776 -0.87293  0.23
C1 0.71132 -1.13329 0.96175  0.17
C2 0.97080 0.17875 0.42869  -0.72
C3 -0.19499 1.00474 0.20529  -0.30
C4 -1.23734 0.63614 -0.62170  -0.06
O1 -2.29959 1.34261 -0.79321  -0.69
Y1 -4.38370 1.48971 -1.91361  1.62
H2 -0.18002 -1.28301 1.59797  0.45
H3 1.83176 0.63954 0.92558  0.46
H4 -0.33463 1.89009 0.83002  0.30
H5 -1.19023 -0.34306 -1.12752  0.27
O2 1.38965 -2.14069 0.67908  -0.66
Li1 2.82954 -2.62930 -0.29942  0.92

* M: 180.9 g/mol
* expectation value of S²: 0.751
* charge: +2
* energy relative to the best compared isomer or geometry (same formula, charge and spin): 0.00 kJ/mol
* max |F|: 4.854 eV/A
* HOMO energy (alpha / beta): -14.154 / -14.164 eV
* electronic energy: -351.00817 Eh
* spin multiplicity: 2

Here is a structure of composition C4H5MgNaO7 at a distorted geometry from OMol25. Energies are from ωB97M-V/def2-TZVPD.

Each line ends with the Mulliken charge.
Positions of all 18 atoms, in Å:
O1 4.65587 -0.59565 -0.07002  -0.78
C1 3.68852 0.05373 0.43853  1.29
O2 3.80560 1.30886 0.60057  -0.76
O3 2.61240 -0.59692 0.77629  -0.28
C2 1.36712 -0.26904 0.12481  -0.35
O4 -0.48456 -1.29158 -0.95676  -0.36
C3 -4.86116 0.88757 0.45692  0.82
C4 0.76582 -1.53975 -0.46733  -0.30
O5 -4.21900 0.33280 1.37481  -0.75
O6 -4.67692 0.69360 -0.76867  -0.76
Mg1 5.64058 1.14559 -0.19071  0.31
Na1 -2.76133 -0.81071 -0.25369  0.85
H1 1.56511 0.46769 -0.66760  0.35
H2 0.68318 0.17370 0.86309  0.27
H3 1.47434 -1.90838 -1.24522  0.29
H4 0.78166 -2.31536 0.33345  0.29
O7 -5.89619 1.67716 0.83847  -0.46
H5 -5.67480 2.59222 0.62907  0.31

* M: 212.4 g/mol
* charge: 0
* energy relative to the best compared isomer or geometry (same formula, charge and spin): 0.00 kJ/mol
* max |F|: 2.367 eV/A
* HOMO energy (alpha / beta): -8.394 / -6.905 eV
* electronic energy: -1044.50348 Eh

Here is the molecule C4H5N at a distorted geometry from OMol25. Energies are from ωB97M-V/def2-TZVPD.

Each line ends with the Mulliken charge.
Positions of all 10 atoms, in Å:
C1 1.88334 -0.68376 0.10881  -0.65
C2 1.12599 0.43231 -0.45992  0.06
C3 -0.03670 0.74694 0.37631  -0.63
C4 -1.29794 0.06507 0.10428  0.38
N1 -2.23666 -0.60515 -0.25222  -0.42
H1 1.48186 -1.22948 1.23350  0.16
H2 2.67368 -1.19764 -0.46960  0.28
H3 1.39890 1.01120 -1.49577  0.26
H4 -0.29164 1.85038 0.39400  0.30
H5 0.34574 0.43826 1.32657  0.25

* M: 67.1 g/mol
* charge: 0
* SMILES string: C=CCC#N
* energy relative to the best compared isomer or geometry (same formula, charge and spin): 274.16 kJ/mol
* max |F|: 6.539 eV/A
* HOMO energy: -10.026 eV
* electronic energy: -210.05932 Eh

Here is the molecule C4H5N at a distorted geometry from OMol25. Energies are from ωB97M-V/def2-TZVPD.

Each line ends with the Mulliken charge.
Positions of all 10 atoms, in Å:
C1 1.10410 -0.26450 0.27357  -0.44
C2 -0.08079 -0.61737 0.98481  -0.62
C3 -1.16544 -0.14506 0.45492  -0.15
N1 -0.58188 0.37813 -0.76255  -0.28
C4 0.85860 0.51557 -0.79396  -0.25
H1 2.12240 -0.22740 0.47041  0.41
H2 -0.00572 -1.37665 1.68639  0.38
H3 -2.30444 -0.20156 0.39700  0.32
H4 -1.33128 1.31721 -1.05166  0.26
H5 1.29335 0.90966 -1.68040  0.37

* M: 67.1 g/mol
* charge: 0
* SMILES string: c1cc[nH]c1
* energy relative to the best compared isomer or geometry (same formula, charge and spin): 265.14 kJ/mol
* max |F|: 8.595 eV/A
* HOMO energy: -8.927 eV
* electronic energy: -210.06275 Eh

Here is the molecule C4H5N at a distorted geometry from OMol25. Energies are from ωB97M-V/def2-TZVPD.

Each line ends with the Mulliken charge.
Positions of all 10 atoms, in Å:
C1 -0.79223 0.49281 0.08211  -0.18
C2 -1.31006 -0.68418 0.19777  -0.82
C3 0.65546 0.75042 0.01677  -0.22
C4 2.79702 -0.53082 0.15921  -0.14
N1 1.76133 0.11659 0.04541  -0.13
H1 -1.39947 1.31314 0.14336  0.37
H2 -2.38379 -0.86896 0.33787  0.27
H3 0.75904 1.76976 -0.08990  0.34
H4 3.20519 -1.01794 -0.66148  0.25
H5 -0.62117 -1.42990 0.38400  0.26

* M: 67.1 g/mol
* expectation value of S²: 2.023
* charge: 0
* energy relative to the best compared isomer or geometry (same formula, charge and spin): 193.95 kJ/mol
* max |F|: 6.825 eV/A
* HOMO energy (alpha / beta): -5.495 / -10.248 eV
* electronic energy: -209.94083 Eh
* spin multiplicity: 3

Here is a structure of composition C4H5N2 at a distorted geometry from OMol25. Energies are from ωB97M-V/def2-TZVPD.

Each line ends with the Mulliken charge.
Positions of all 11 atoms, in Å:
C1 0.49177 -0.91151 -1.41818  -0.16
C2 -0.89926 -0.88937 -1.02118  -0.21
C3 0.86873 -0.04587 -0.47153  0.05
C4 0.01930 0.71406 0.44857  0.38
N1 -1.06295 -0.04473 0.01974  -0.26
N2 0.23743 0.88757 1.80412  -0.46
H1 0.94473 -1.46767 -2.23484  0.42
H2 -1.77991 -1.51807 -1.43668  0.39
H3 -0.06889 1.86652 -0.06528  0.31
H4 0.16609 0.03442 2.35898  0.27
H5 1.08295 1.37464 2.01628  0.26

* M: 81.1 g/mol
* charge: +1
* energy relative to the best compared isomer or geometry (same formula, charge and spin): 429.47 kJ/mol
* max |F|: 5.188 eV/A
* HOMO energy (alpha / beta): -15.124 / -15.124 eV
* electronic energy: -264.45182 Eh